This record from OMol25 describes 2 unconnected molecules or ions with the total composition C3H10NO2 in a non-equilibrium geometry. The level of theory is wB97M-V/def2-TZVPD.

Structure (XYZ):
```
16
Properties=species:S:1:pos:R:3:forces:R:3
O -0.801536 -0.050953 1.658076 1.24 4.12 0.81
C -0.525263 1.008220 2.298017 -1.61 -3.60 0.09
O -1.181765 2.179547 2.261512 0.74 -1.51 1.59
H 0.146201 0.919628 3.186149 0.09 0.09 -0.73
H -1.113915 2.358147 3.252459 -0.38 1.03 -1.69
C -0.562877 0.307840 -1.603027 0.57 -4.40 -3.28
N 0.549434 -0.261783 -0.772827 -2.44 -0.82 3.22
C 1.146915 -1.714110 -1.001923 -0.54 1.99 1.11
H -1.527432 0.052537 -1.252267 -0.76 -0.41 0.85
H -0.430222 -0.311194 -2.571995 -0.59 1.44 1.06
H -0.562982 1.321329 -1.847021 0.84 1.71 0.10
H 1.206885 0.447227 -0.794224 2.31 1.30 0.15
H 0.085800 -0.223746 0.257996 1.38 -0.26 -1.95
H 0.583724 -2.038450 -1.825570 0.07 -0.66 -1.64
H 2.274324 -1.720461 -1.065265 -1.57 0.14 -0.02
H 0.712708 -2.273779 -0.180092 0.65 -0.16 0.32
```
Positions in Å, forces in eV/Å.

Output
energy relative to the best compared isomer or geometry (same formula, charge and spin)	205.3	kJ/mol
orbital gap	0.442	Ha
net charge	+1
highest occupied orbital energy	-15.45	eV
LUMO	-3.4	eV

---

This record from OMol25 describes 2 unconnected molecules or ions with the total composition C3H10NO2 in a non-equilibrium geometry. The level of theory is wB97M-V/def2-TZVPD.

Structure (XYZ):
```
16
Properties=species:S:1:pos:R:3:forces:R:3
C 0.269626 0.122475 -0.098730 1.02 -0.80 1.88
C -0.019144 0.865538 1.228333 -0.01 0.57 -0.49
C -0.183193 2.301568 0.731702 0.00 0.74 -0.71
O -1.016826 2.596409 -0.085417 -0.07 -0.41 0.44
N 1.026299 -1.211027 0.172040 -1.06 0.13 -0.44
H -0.648188 -0.177532 -0.583036 0.01 0.33 -0.38
H 0.959902 0.694944 -0.702898 -0.29 0.11 -0.42
H -0.934104 0.554440 1.727929 -0.14 -0.20 -0.23
H 0.779418 0.808542 1.968312 0.24 -0.07 -0.24
H 0.584121 3.064710 0.967877 -0.03 -0.28 0.50
H 0.497174 -1.881479 -0.413199 0.18 -0.72 0.08
H 1.988001 -1.248514 -0.136762 0.33 0.38 -0.16
H 1.012533 -1.523912 1.140263 -0.22 0.13 0.08
H 0.110500 -3.944978 -1.640418 -0.37 1.10 0.13
H -1.240986 -3.233045 -1.604370 -0.31 0.12 -0.04
O -0.303691 -3.057399 -1.495528 0.72 -1.12 -0.02
```
Positions in Å, forces in eV/Å.

Output
energy relative to the best compared isomer or geometry (same formula, charge and spin)	112.2	kJ/mol
orbital gap	0.372	Ha
net charge	+1
highest occupied orbital energy	-13.65	eV
LUMO	-3.5	eV

---

This record from OMol25 describes 2 unconnected molecules or ions with the total composition C3H10NO2PS in a non-equilibrium geometry. The level of theory is wB97M-V/def2-TZVPD.

Structure (XYZ):
```
18
Properties=species:S:1:pos:R:3:forces:R:3
C 1.557834 1.306746 2.619700 0.60 0.38 0.70
N 1.798510 1.511397 1.232521 1.09 1.04 -1.85
P 0.811725 0.725875 0.237283 1.03 0.72 -2.61
O 0.079561 -0.331594 0.892250 -1.27 -1.44 0.53
O 1.815034 0.291081 -0.944535 0.42 0.20 0.10
C 1.390120 -0.610734 -1.957139 -2.51 -0.60 0.02
H 1.258489 2.348340 2.954278 -0.39 -1.80 0.85
H 0.894723 0.386508 2.580773 0.17 1.66 1.24
H 2.508528 0.998805 3.090899 -0.46 0.26 0.19
H 2.373863 2.298065 0.896273 -0.54 -0.83 0.41
H -0.003214 1.630974 -0.477493 -0.04 -0.05 0.20
H 0.710073 -1.386457 -1.418702 1.30 0.89 -1.32
H 2.236676 -1.063371 -2.493897 -0.20 0.19 0.62
H 0.749716 -0.067224 -2.728885 0.75 -0.61 0.89
C -3.256092 -0.314268 -0.767719 1.73 1.46 1.12
S -4.633762 -1.011544 -1.067300 -0.75 -0.45 -0.22
H -2.374495 -0.275248 -1.409898 -0.28 -0.42 -0.42
H -3.002462 0.273376 0.150581 -0.65 -0.60 -0.44
```
Positions in Å, forces in eV/Å.

Output
energy relative to the best compared isomer or geometry (same formula, charge and spin)	178.8	kJ/mol
orbital gap	0.317	Ha
net charge	0
highest occupied orbital energy	-8.68	eV
SMILES	CN[P@H](=O)OC.C=S
LUMO	-0.1	eV

---

This record from OMol25 describes 2 unconnected molecules or ions with the total composition C3H10NO2S2 in a non-equilibrium geometry. The level of theory is wB97M-V/def2-TZVPD.

Structure (XYZ):
```
18
Properties=species:S:1:pos:R:3:forces:R:3
N 0.243807 -1.173773 2.030951 1.42 -0.59 0.37
C -0.490416 -0.885605 0.739038 1.55 -0.95 2.73
C -1.811818 -1.593863 0.861118 0.62 2.07 2.23
O -2.725457 -0.895682 1.711044 -0.45 1.20 1.11
C 0.426147 -1.327733 -0.403860 0.68 0.78 0.62
S 1.813384 -0.032499 -0.722819 -1.37 -1.03 -0.24
S 0.864303 1.060125 -2.232164 0.13 0.17 0.50
H -0.146450 -1.982739 2.543866 0.16 0.61 -0.65
H 1.249486 -1.436486 1.829269 -1.63 0.67 0.31
H -0.747423 0.195829 0.819592 0.49 -0.52 -0.97
H -2.195028 -1.556539 -0.064028 -1.91 -0.20 -3.51
H -1.843370 -2.567040 1.252535 0.78 -1.69 0.17
H -0.190557 -1.310769 -1.275919 0.13 -0.27 -1.07
H 0.898433 -2.339323 -0.191541 -0.73 1.13 -0.26
H 0.065359 3.864008 0.518552 -0.20 0.12 0.28
H -0.448825 2.631192 -0.133536 -0.76 0.92 1.16
H -2.342119 -0.178756 2.280045 0.06 -1.21 -1.14
O -0.723622 3.307958 0.577264 1.05 -1.21 -1.65
```
Positions in Å, forces in eV/Å.

Output
energy relative to the best compared isomer or geometry (same formula, charge and spin)	112.7	kJ/mol
orbital gap	0.230	Ha
net charge	-1
highest occupied orbital energy	-2.76	eV
LUMO	3.5	eV

---

What is the formula in the third record?
C3H10NO2PS

---

highest occupied orbital energy of number 1 (C3H10NO2)?
-15.45 eV

---

What is the highest occupied orbital energy in the second record?
-13.65 eV

---

What is the highest occupied orbital energy in the first record?
-15.45 eV